{
  "formula": "C28H46F6OP2Ru",
  "method": "the ωB97M-V functional and the def2-TZVPD basis",
  "total_charge": 2,
  "multiplicity": 5,
  "e_tot_ev": -69273.259,
  "elements": ["Ru", "C", "C", "C", "C", "C", "C", "H", "H", "H", "C", "H", "H", "H", "C", "H", "H", "H", "C", "H", "H", "H", "C", "H", "H", "H", "C", "C", "C", "C", "C", "C", "C", "C", "H", "H", "H", "H", "H", "H", "H", "H", "H", "H", "H", "H", "P", "P", "C", "C", "H", "H", "H", "H", "C", "H", "H", "H", "C", "H", "H", "H", "C", "H", "H", "H", "C", "H", "H", "H", "C", "C", "O", "C", "F", "F", "F", "C", "F", "F", "F", "H", "H", "H"],
  "positions_angstrom": [[-1.88777, 0.28193, -1.13427], [0.19970, -2.47596, 0.27217], [-0.98770, -2.09549, 0.92953], [-1.27892, -1.75309, -1.37741], [0.05338, -2.27240, -1.11194], [-1.96798, -1.65575, -0.05148], [1.39262, -3.08777, 0.92440], [1.40428, -2.90843, 2.00985], [2.31628, -2.64045, 0.48566], [1.43893, -4.18245, 0.76828], [0.96703, -2.78107, -2.15102], [1.97289, -2.93822, -1.75343], [1.03568, -2.06736, -2.97771], [0.59813, -3.73037, -2.56917], [-1.91729, -1.81131, -2.70357], [-2.70673, -2.57282, -2.72341], [-1.14996, -2.03796, -3.44503], [-2.33384, -0.80203, -2.94711], [-3.41306, -1.84038, 0.23859], [-3.63752, -2.89360, 0.42799], [-4.00974, -1.48108, -0.62199], [-3.70354, -1.25857, 1.12728], [-1.24175, -2.34338, 2.36749], [-1.04821, -3.38739, 2.64221], [-2.26687, -2.09745, 2.64071], [-0.57515, -1.72462, 2.97561], [2.40972, 0.48300, 1.79690], [3.14157, 0.35290, 2.90700], [2.80258, 0.76563, 4.30925], [1.90106, 2.02073, 4.35331], [0.48079, 1.55919, 4.52138], [-0.35780, 1.16629, 3.56195], [-0.06544, 0.89108, 2.10345], [1.24714, 1.37624, 1.50952], [3.73940, 0.99132, 4.84648], [2.05660, 2.63646, 3.46457], [2.36950, -0.08732, 4.87594], [1.43983, 2.41537, 1.79808], [2.79269, 0.01483, 0.86250], [4.12305, -0.12834, 2.82584], [1.14591, 1.35642, 0.40825], [-0.12254, -0.19013, 1.90774], [-1.41976, 1.04656, 3.81626], [-0.90589, 1.28451, 1.51152], [2.18247, 2.61720, 5.23551], [0.17755, 1.52345, 5.57586], [-1.58382, 2.40783, -1.29095], [-3.94031, 0.78009, -1.64453], [-3.17504, 3.38098, -1.60450], [-4.07978, 2.49642, -2.42937], [-2.94377, 4.33849, -2.08740], [-3.62605, 3.61901, -0.62547], [-5.12320, 2.84008, -2.41210], [-3.75466, 2.41110, -3.48055], [-5.36985, -0.05348, -2.46632], [-5.50723, -1.07817, -2.08374], [-5.19663, -0.09940, -3.55245], [-6.29537, 0.52319, -2.28922], [-4.66972, 1.18722, 0.02155], [-5.39826, 2.00722, -0.06505], [-3.86657, 1.48296, 0.70560], [-5.16592, 0.30751, 0.44467], [-0.50325, 3.03487, -2.61642], [0.51742, 2.69013, -2.39837], [-0.51338, 4.13445, -2.65805], [-0.83197, 2.62110, -3.57669], [-1.01025, 3.44058, 0.09892], [-1.70194, 3.38860, 0.94842], [-0.90776, 4.48908, -0.21155], [-0.03117, 3.05764, 0.40513], [5.26500, -2.62073, -1.34788], [4.44579, -1.35010, -1.10605], [3.34214, -1.47596, -0.40665], [5.46625, -0.31850, -0.41603], [6.69069, -0.29266, -1.02622], [5.00480, 0.95604, -0.37697], [5.68483, -0.70170, 0.87787], [4.09435, -0.71154, -2.55543], [5.19862, -0.25374, -3.22305], [3.53035, -1.67667, -3.35005], [3.20866, 0.31017, -2.47611], [5.65204, -2.96148, -0.38042], [6.09398, -2.44081, -2.04144], [4.60967, -3.40773, -1.73668]],
  "mulliken_charge": [-0.32, 1.17, -0.74, 0.15, 0.31, 2.58, -1.14, 0.41, -0.26, 0.42, -1.68, 0.01, 0.50, 0.47, -1.22, 0.26, 0.47, 0.20, -0.99, 0.40, -0.49, 0.39, -1.35, 0.37, 0.38, 0.26, 0.87, -0.77, -0.82, -0.77, -0.73, -0.52, 3.23, -1.37, 0.47, 0.33, 0.44, 0.79, -0.31, 0.49, 0.46, -1.50, 0.48, -0.99, 0.44, 0.40, 0.89, 0.81, -1.02, -0.83, 0.57, 0.37, 0.52, 0.39, -1.25, 0.37, 0.41, 0.43, -1.40, 0.47, 0.17, 0.43, -1.36, 0.37, 0.44, 0.39, -1.23, 0.39, 0.58, 0.06, -1.74, 0.49, -0.15, 0.62, -0.24, -0.24, -0.26, 0.75, -0.24, -0.25, -0.21, 0.46, 0.44, 0.41]
}